DFT (wB97M-V/def2-TZVPD) results for a cluster of 10 separate species, C29H45Cl20N5 in total.

Computed properties:
Orbital gap = 8.00 eV
Calculated total energy = -10609.48301 a.u.
Energy above the lowest of the compared OMol25 structures with the same formula, charge and spin = 0.000 eV
Charge = 0

Geometry as XYZ:
```
99
C29H45Cl20N5 | OMol25 | wB97M-V/def2-TZVPD
Cl -3.2589 -2.2360 -2.5191
C -3.6595 -3.9617 -2.5293
Cl -3.6802 -4.5203 -4.2125
Cl -2.4560 -4.8967 -1.6211
Cl -5.2659 -4.1919 -1.8485
Cl 0.1647 -5.0080 4.3328
C 0.2484 -3.7230 5.5346
Cl 1.9279 -3.4363 6.0194
Cl -0.4050 -2.2481 4.8234
Cl -0.7259 -4.1194 6.9922
Cl -5.3145 0.9542 -1.6235
C -5.4792 2.1401 -0.3049
Cl -6.0938 1.3757 1.1799
Cl -3.8909 2.9047 -0.1222
Cl -6.6197 3.4172 -0.7653
Cl 2.7771 -0.7361 -5.9115
C 1.7665 0.4049 -4.9831
Cl 1.9280 2.0568 -5.6135
Cl 0.0671 -0.1451 -4.9823
Cl 2.2467 0.4300 -3.2748
Cl 1.7222 4.3882 1.2993
C 1.4636 5.1287 -0.2829
Cl 1.3971 6.8975 -0.1310
Cl 2.7568 4.6996 -1.4204
Cl -0.0934 4.5305 -0.9293
C -1.6930 2.4884 5.4761
C -2.7005 1.7545 4.7942
C -3.2720 2.5104 3.7943
N -2.7430 3.7613 3.9577
C -1.7543 3.7553 4.8850
H -1.1306 2.1325 6.3188
H -2.8543 0.6929 4.9368
H -4.1515 2.2711 3.2263
H -3.0573 4.6200 3.5432
H -1.2011 4.6487 5.1243
C 5.9128 0.8595 0.6946
C 4.6657 0.9567 1.3690
C 4.6245 2.2010 1.9484
N 5.7710 2.8789 1.6418
C 6.5607 2.0536 0.8762
H 6.3257 -0.0112 0.2156
H 3.9393 0.1649 1.4439
H 3.8812 2.6811 2.5639
H 5.9830 3.8444 1.7967
H 7.5503 2.3868 0.6066
C -3.9912 2.3496 -5.6236
C -3.3139 1.4978 -4.7225
C -3.5156 0.2067 -5.1293
N -4.3674 0.2303 -6.2047
C -4.5814 1.5340 -6.5682
H -4.0370 3.4252 -5.6134
H -2.7736 1.8520 -3.8590
H -3.1861 -0.6736 -4.6001
H -4.7477 -0.5949 -6.6253
H -5.2309 1.7401 -7.4028
C -0.7772 0.8251 -1.5076
C -0.7011 1.3091 -0.0636
N -0.9224 0.2193 0.8767
C -2.2612 -0.3768 0.7951
C -2.1770 -1.8114 1.3243
C -0.6186 0.6378 2.2550
C 0.8924 0.7823 2.4357
H -1.7461 0.4304 -1.8218
H 0.0080 0.0849 -1.6570
H -0.5949 1.6505 -2.2019
H 0.2972 1.7430 -0.0127
H -1.4799 2.0701 0.0865
H -3.0260 0.2053 1.3258
H -2.6033 -0.4577 -0.2352
H -1.2923 -2.3264 0.9450
H -2.0469 -1.8389 2.4080
H -3.0395 -2.4393 1.0906
H -0.9032 -0.1120 2.9882
H -1.1444 1.5783 2.4408
H 1.1301 0.7534 3.5034
H 1.3689 1.6717 2.0208
H 1.4581 -0.0467 2.0001
C 0.7992 -2.7837 -2.1278
C 1.2525 -2.7539 -0.6743
N 2.6902 -3.0182 -0.5167
C 3.5326 -2.0753 -1.2612
C 5.0010 -2.4597 -1.1294
C 3.0581 -3.0902 0.8965
C 2.1508 -3.9668 1.7429
H 1.1460 -1.9338 -2.7131
H -0.2891 -2.6666 -2.1454
H 1.0666 -3.7200 -2.6158
H 1.0064 -1.7931 -0.1976
H 0.6766 -3.5378 -0.1843
H 3.3302 -2.2585 -2.3174
H 3.3166 -1.0586 -0.9044
H 5.3953 -2.2031 -0.1452
H 5.1599 -3.5285 -1.2780
H 5.6286 -1.9631 -1.8723
H 3.0598 -2.1188 1.4238
H 4.0939 -3.4094 0.9936
H 2.6027 -4.0574 2.7338
H 1.8920 -4.9681 1.3922
H 1.1746 -3.5110 1.9327
```

DFT (wB97M-V/def2-TZVPD) results for a cluster of 2 separate species, C29H45F3NO8Si in total.

Computed properties:
Orbital gap = 6.49 eV
Calculated total energy = -2376.69999 a.u.
Energy above the lowest of the compared OMol25 structures with the same formula, charge and spin = 18.434 eV
Charge = +1

Geometry as XYZ:
```
87
C29H45F3NO8Si | OMol25 | wB97M-V/def2-TZVPD
C -0.0213 -0.6510 4.1330
C 0.8891 -1.4118 3.2475
C 1.5116 -0.8660 1.7925
C 1.7918 0.7282 1.7413
O 1.0672 1.5230 0.7567
C 0.9326 0.8647 -0.5478
C 2.4352 0.6113 -1.1127
C 3.3405 2.0152 -1.0078
C 2.5365 3.3504 -1.5116
C 3.5155 4.6475 -1.1149
C 3.5670 4.9205 0.5155
O 2.4530 5.8235 0.9585
C 2.1210 5.2932 2.3204
C 0.0252 -0.5128 -0.2658
C -1.2852 0.0987 0.5828
C -2.5931 -0.8608 0.6433
O -3.8242 -0.3641 0.8497
C -0.4880 -1.0633 -1.7077
F -1.2099 -2.3916 -1.6609
F 0.6180 -1.3576 -2.6984
C -1.4883 -0.0153 -2.5327
C -2.9692 -0.6795 -2.8763
Si -4.1114 0.8382 -3.3760
C -5.4569 0.3175 -4.6686
C -3.0006 2.2474 -4.1590
C -4.8824 1.4620 -1.6836
C -6.2073 0.7172 -1.0565
C -6.8450 1.1925 0.3822
C -6.1492 2.4242 1.2387
C -4.8343 3.1749 0.5672
C -4.1645 2.7233 -0.8928
N 0.6915 -1.4768 0.6651
C 1.5298 -2.5760 0.0718
O 1.6451 -3.6743 1.0949
O 2.9340 -3.9151 1.3130
H 0.1039 0.4847 4.4445
H -0.9626 -1.2349 4.5681
H 1.2583 -2.4827 3.6058
H 2.5976 -1.3673 1.7720
H 2.9611 0.9281 1.6005
H 1.5511 1.2158 2.8050
H 0.3536 1.6363 -1.2510
H 2.4932 0.3246 -2.2706
H 3.0717 -0.1962 -0.5551
H 4.2239 1.8464 -1.7933
H 3.8686 2.1379 0.0329
H 2.4619 3.3156 -2.6892
H 1.5188 3.5580 -0.9734
H 2.9813 5.5865 -1.5930
H 4.5729 4.5702 -1.6191
H 3.4621 3.9545 1.1683
H 4.6260 5.3911 0.8019
H 3.0917 5.2100 3.0076
H 1.3563 6.0015 2.8946
H 1.6039 4.2353 2.2841
H -1.0059 0.3221 1.7224
H -1.6255 1.1596 0.1546
H -2.5197 -2.0421 0.5468
H -1.5963 1.0300 -2.0181
H -1.0116 0.2122 -3.6043
H -3.4677 -1.2295 -1.9739
H -2.8886 -1.3649 -3.8276
H -6.5255 0.1943 -4.1975
H -5.0992 -0.7235 -5.1297
H -5.4868 1.0716 -5.5817
H -2.1662 1.7691 -4.8351
H -3.6830 2.9649 -4.7938
H -2.4702 2.8551 -3.3068
H -6.6893 -0.1716 -1.6568
H -7.7848 0.6206 0.8060
H -6.5844 2.7453 2.2904
H -4.3393 4.0618 1.1801
H -3.2231 3.3118 -1.2846
H -0.1029 -1.9829 1.1671
H 2.6354 -2.2934 -0.1920
H 1.0940 -3.1280 -0.8607
H 3.1200 -3.6344 2.2773
C 3.4615 -6.6198 2.4954
C 4.8812 -7.0731 2.5255
O 4.8313 -8.2626 3.2800
C 3.5870 -8.7715 3.0579
O 3.2612 -9.9189 3.3130
O 2.7495 -7.8408 2.5065
F 5.6576 -6.1834 3.1838
H 3.1860 -6.0310 3.3768
H 3.2294 -6.0387 1.5988
H 5.3070 -7.2809 1.5381
```

DFT (wB97M-V/def2-TZVPD) results for a structure of composition C29H46AlP2S.

Computed properties:
Orbital gap (spin up / spin down) = 5.93 / 5.53 eV
Calculated total energy = -2455.52399 a.u.
Energy above the lowest of the compared OMol25 structures with the same formula, charge and spin = 0.604 eV
Charge = +1

Geometry as XYZ:
```
79
C29H46AlP2S | OMol25 | wB97M-V/def2-TZVPD
Al -1.1737 0.6720 -0.7845
C 2.8055 -1.3486 0.9738
C 3.2545 -0.0502 1.3297
C 1.2780 -0.4643 2.4478
C 1.5505 -1.5855 1.6123
C 2.3212 0.4866 2.2469
C 3.6206 -2.3922 0.3154
H 4.4095 -1.9850 -0.3295
H 3.0322 -3.1284 -0.2510
H 4.1257 -2.9516 1.1215
C 0.7470 -2.8203 1.5113
H 0.8736 -3.2855 0.5272
H -0.3098 -2.5775 1.6484
H 1.0480 -3.5325 2.2894
C 0.1378 -0.2980 3.3759
H 0.2910 -0.7453 4.3715
H -0.7572 -0.7587 2.9333
H -0.0435 0.7696 3.5539
C 2.4665 1.7195 3.0349
H 3.0142 1.5728 3.9825
H 1.4773 2.1100 3.2955
H 3.0002 2.4804 2.4590
C 4.5662 0.5361 1.0269
H 5.3034 0.1952 1.7565
H 4.5326 1.6201 1.0854
H 4.9402 0.2681 0.0429
C -1.6267 0.6773 -2.6600
C -0.4569 0.2071 -3.5016
C 0.5336 1.3389 -3.8933
C 0.7579 2.4813 -2.8728
C 0.4767 2.0868 -1.3947
C -0.7264 2.8881 -0.7366
C -2.1225 2.8570 -1.4532
C -2.1791 2.0804 -2.8075
H 0.1801 1.7833 -4.8352
H 0.1934 3.3778 -3.1556
H 1.5027 0.8925 -4.1285
H -1.7402 2.6747 -3.6210
H -2.4114 -0.0860 -2.4886
H -0.7241 -0.3585 -4.4248
H -3.2463 2.0253 -3.0526
H -2.9078 2.4326 -0.8003
H -0.4200 3.9533 -0.7082
H -2.3989 3.9049 -1.5990
H 1.8109 2.7916 -2.9302
H 1.3859 2.2415 -0.7862
P 0.3565 -1.4055 -2.6236
C -0.4176 -3.0030 -2.9826
C 2.1359 -1.3868 -2.8792
P -0.8680 2.8512 1.2602
C -0.3981 -1.0348 -1.0935
C 0.3743 4.0835 1.6796
C -2.4207 3.7316 1.7251
H -1.0299 -3.3025 -2.1287
H 0.3389 -3.7828 -3.1409
H -1.0271 -2.9458 -3.8869
H 2.5121 -0.3938 -3.1622
H 2.4094 -2.1087 -3.6775
H 2.6744 -1.6728 -1.9671
H -2.9629 4.1790 0.8898
H -2.1329 4.4856 2.4680
H -3.0835 3.0084 2.2099
H -1.1280 -1.8423 -0.8022
H 0.4744 0.9246 -1.4461
H 0.2158 4.3655 2.7273
H 0.2876 4.9399 1.0134
H 1.3755 3.6725 1.5378
S -2.4833 -0.2516 1.0711
C -2.8707 -1.9115 1.4286
C -2.5662 -2.5492 2.6694
C -2.9679 -3.8621 2.9164
C -3.7773 -4.5411 1.9998
C -4.1187 -3.9232 0.7885
C -3.6712 -2.6295 0.5046
H -2.0630 -1.9940 3.4575
H -2.6727 -4.3533 3.8470
H -4.1558 -5.5419 2.2243
H -4.7541 -4.4421 0.0600
H -3.9780 -2.1201 -0.4147
```

DFT (wB97M-V/def2-TZVPD) results for a structure of composition C29H46BaClF6IN5O8S3Si.

Computed properties:
Orbital gap = 7.02 eV
Calculated total energy = -4875.03478 a.u.
Charge = -1

Geometry as XYZ:
```
101
C29H46BaClF6IN5O8S3Si | OMol25 | wB97M-V/def2-TZVPD
Ba 1.0207 0.8999 -2.4559
C 0.7529 0.1535 3.2687
C 1.9409 -0.6223 2.6591
N 1.6669 -1.4906 1.5260
C 0.7404 -2.5841 1.7814
C -0.4097 -2.6109 0.7646
N -0.9567 -1.2844 0.6027
C -1.7308 -0.7575 1.7081
C -1.3624 0.6968 2.0641
N 0.0289 0.9946 2.3288
H 0.0540 -0.5312 3.7589
H 1.1799 0.7836 4.0631
H 2.6629 0.1175 2.3075
H 2.3904 -1.2264 3.4551
H 1.3261 -0.9173 0.7594
H 1.2703 -3.5437 1.7340
H 0.3224 -2.5063 2.7922
H -0.0170 -2.9212 -0.2072
H -1.1520 -3.3636 1.0855
H -1.4172 -1.1714 -0.2883
H -2.8126 -0.7850 1.5096
H -1.5612 -1.3874 2.5861
H -1.6707 1.3447 1.2426
H -1.9555 0.9662 2.9507
H 0.5545 1.1703 1.4837
Cl -4.4308 2.8303 -5.2362
C -3.3485 2.1977 -4.0243
C -2.5922 3.0786 -3.2903
C -1.7321 2.5570 -2.3340
I -0.3466 3.6370 -1.1794
C -1.5334 1.2040 -2.0683
O -0.6612 0.8389 -1.2151
C -2.3732 0.3029 -2.8227
N -2.2546 -1.0166 -2.5581
C -2.8944 -1.8764 -3.3054
C -3.7591 -1.4913 -4.3475
C -3.9542 -0.1616 -4.5868
C -3.2470 0.8005 -3.8292
H -2.6653 4.1437 -3.4547
H -2.7200 -2.9244 -3.0809
H -4.2622 -2.2436 -4.9407
H -4.6319 0.1731 -5.3607
C 5.3219 -0.2227 -1.0526
C 5.8892 0.9119 -1.9062
C 5.7621 0.5660 -3.3877
C 7.3505 1.1660 -1.5294
O 5.1815 2.1397 -1.7166
Si 4.3585 2.7401 -0.4305
S 2.4212 1.8363 -0.2825
O 4.3924 4.3617 -0.6417
C 3.7175 5.2617 -1.5097
C 4.7553 6.2903 -1.9554
C 2.6011 5.9260 -0.7105
C 3.1538 4.5402 -2.7352
O 5.3445 2.5256 0.8573
C 5.2891 2.7932 2.2676
C 5.6308 1.4752 2.9605
C 6.3675 3.8401 2.5364
C 3.9272 3.3008 2.7346
H 5.8231 -1.1600 -1.3001
H 4.2514 -0.3194 -1.2273
H 5.4642 0.0011 0.0050
H 6.3667 -0.3097 -3.6302
H 6.0972 1.4078 -3.9954
H 4.7162 0.3558 -3.6182
H 7.9500 0.2637 -1.6672
H 7.3894 1.4784 -0.4857
H 7.7601 1.9668 -2.1480
H 5.1660 6.8110 -1.0891
H 4.3092 7.0186 -2.6358
H 5.5722 5.7771 -2.4642
H 3.0208 6.4807 0.1303
H 1.9364 5.1559 -0.3201
H 2.0288 6.6092 -1.3412
H 3.9736 4.0977 -3.3036
H 2.6039 5.2432 -3.3621
H 2.4842 3.7420 -2.4111
H 6.5577 1.0702 2.5512
H 4.8265 0.7606 2.7836
H 5.7500 1.6287 4.0350
H 7.3411 3.4643 2.2168
H 6.4069 4.0848 3.5999
H 6.1388 4.7408 1.9653
H 3.1362 2.6989 2.2952
H 3.7724 4.3295 2.3997
H 3.8761 3.2679 3.8242
F 2.8482 -1.7472 -5.7201
C 1.6256 -2.0493 -5.3334
F 1.5804 -3.3766 -5.1783
F 0.7584 -1.7535 -6.3044
S 1.1097 -1.3075 -3.6767
O 2.2707 -0.6036 -3.2113
O 0.6838 -2.4323 -2.9276
N -0.0426 -0.3178 -4.0079
S 0.4607 0.8580 -4.8823
O 0.2973 2.0887 -4.1742
O 1.7375 0.6157 -5.4724
C -0.6889 0.9624 -6.3465
F -1.4522 2.0381 -6.2951
F -1.4626 -0.1092 -6.4501
F 0.0648 1.0468 -7.4369
```

DFT (wB97M-V/def2-TZVPD) results for a structure of composition C29H46BrN3P2PtS.

Computed properties:
Orbital gap (spin up / spin down) = 6.38 / 4.39 eV
Calculated total energy = -5069.55351 a.u.
Multiplicity = 5
Energy above the lowest of the compared OMol25 structures with the same formula, charge and spin = 0.000 eV
Charge = +4

Geometry as XYZ:
```
83
C29H46BrN3P2PtS | OMol25 | wB97M-V/def2-TZVPD
C 4.4158 -5.5204 4.5608
C 4.7361 -4.5337 3.6132
C 6.0627 -4.3925 3.1708
C 7.0174 -5.2744 3.6832
N 6.6935 -6.2139 4.5693
C 5.4444 -6.3512 5.0096
C 3.6965 -3.6762 3.0964
C 2.9592 -2.8104 2.6649
C 1.8893 -2.0564 2.1923
C 0.7269 -2.7286 1.7898
C -0.2723 -1.9597 1.2452
C -0.0761 -0.5728 1.1685
C 1.0730 0.1057 1.6213
C 2.0992 -0.6728 2.1358
Pt -1.5110 0.5309 0.3824
P -1.6272 -0.2791 -1.7876
H 6.3200 -3.6144 2.4550
H 3.3948 -5.6173 4.9235
H 8.0506 -5.1932 3.3521
H 5.2211 -7.1290 5.7363
H 3.0418 -0.2676 2.4983
H 0.6483 -3.8121 1.9218
H 1.1298 1.1834 1.5988
H -1.2021 -2.4295 0.9171
C -2.5552 0.8348 -2.8945
C -2.2334 0.7165 -4.3874
H -2.3883 1.8551 -2.5123
H -3.6231 0.6307 -2.7102
H -2.8914 1.3911 -4.9478
H -1.2032 1.0157 -4.6079
H -2.3952 -0.2986 -4.7687
C 0.0936 -0.4300 -2.3960
C 0.5761 -1.8343 -2.7445
H 0.7232 -0.0096 -1.5942
H 0.2087 0.2381 -3.2629
H 1.6459 -1.7859 -2.9866
H 0.4638 -2.5312 -1.9038
H 0.0658 -2.2441 -3.6270
C -2.4712 -1.8915 -1.8553
C -2.9557 -2.3716 -3.2259
H -3.3139 -1.8165 -1.1495
H -1.7885 -2.6264 -1.4041
H -3.3594 -3.3849 -3.1186
H -3.7633 -1.7448 -3.6189
H -2.1467 -2.4303 -3.9628
Br -2.4270 2.8528 0.0167
P 2.5119 3.4102 -1.2554
C 1.9528 2.4034 -2.6549
C 2.0780 3.1510 -3.9964
H 0.9043 2.1118 -2.4550
H 2.5670 1.4860 -2.6785
H 1.9653 2.4594 -4.8419
H 1.3081 3.9273 -4.1094
H 3.0660 3.6217 -4.0898
C 1.1614 4.2027 -0.3511
C 1.5983 5.6125 0.1160
H 0.8591 3.5618 0.4993
H 0.2932 4.2796 -1.0285
H 0.7281 6.2142 0.4067
H 2.2610 5.5645 0.9907
H 2.1245 6.1452 -0.6896
C 3.5353 2.3856 -0.1391
C 5.0265 2.3584 -0.5338
H 3.1079 1.3674 -0.1063
H 3.4362 2.8291 0.8660
H 5.6305 1.9502 0.2852
H 5.2154 1.7306 -1.4132
H 5.3952 3.3700 -0.7396
S -3.2984 -0.6229 1.3287
C -4.7292 0.3200 1.6006
N -4.8881 0.9488 2.7713
C -6.0901 1.6867 3.1625
C -7.2715 1.2324 2.3317
C -6.9231 1.1193 0.8591
N -5.7257 0.2930 0.7038
H -4.0825 0.9321 3.3840
H -5.9019 2.7616 3.0094
H -6.2662 1.4907 4.2279
H -8.0753 1.9557 2.4438
H -7.6786 0.2879 2.7096
H -6.7737 2.1181 0.4131
H -7.7170 0.6159 0.3080
H -5.4978 -0.1320 -0.1917
```

F_max values, unit Eh/bohr, following the record order: 0.0387 0.1663 0.0659 0.3168 0.0773.